1.
Here is a gas-phase ion, C9H12NS (charge +1) from the Open Molecules 2025 dataset. Energies are from ωB97M-V/def2-TZVPD.

Last column: Löwdin charge in e.
Cartesian coordinates (Å):
C (0.68618, 1.68721, 0.28659)  -0.046
C (-0.44175, 1.32228, -0.18745)  -0.030
C (1.80573, 0.70907, 0.93354)  -0.281
C (3.07482, 1.01593, 0.35034)  -0.232
C (2.43353, -1.40966, -0.35712)  -0.360
C (1.41942, -0.72083, 0.53874)  -0.299
C (-3.81387, -0.11609, -0.81100)  -0.084
C (0.37853, -1.50555, 0.89034)  0.094
C (-1.40590, 0.53696, -0.69572)  -0.138
N (-2.65580, 0.45959, -0.14348)  -0.098
S (3.63767, -0.13001, -0.81041)  1.112
H (1.03275, 2.63779, 0.26110)  0.069
H (1.79429, 1.06929, 1.95702)  0.162
H (3.75165, 1.95784, 0.34721)  0.146
H (2.91407, -2.09858, 0.30020)  0.089
H (-4.59560, -0.29332, -0.09354)  0.073
H (-4.14738, 0.70231, -1.47837)  0.094
H (-3.43313, -1.12558, -1.26509)  0.123
H (0.19375, -2.45011, 0.56197)  0.052
H (-0.44249, -1.32679, 1.51770)  0.068
H (-1.16789, 0.32974, -1.83540)  0.185
H (-2.83551, 0.68546, 0.86711)  0.169
H (1.81693, -1.93695, -1.13426)  0.132

The total energy comes out at -802.64092 hartree. Its highest occupied orbital energy (alpha / beta) is -11.2 / -11.2 eV. The largest force on an atom is 3.80 eV Å⁻¹. The value obtained for the LUMO energy (alpha / beta) is -5.622 / -5.619 eV. Its net charge is +1.

---

2.
Here is 11 unconnected molecules or ions with the total composition C19H60O11 from the Open Molecules 2025 dataset. Energies are from ωB97M-V/def2-TZVPD.

Last column: Löwdin charge in e.
Cartesian coordinates (Å):
C (-2.72600, 3.11600, -5.11400)  -0.100
C (-1.69000, 3.21400, -6.18000)  -0.292
O (-2.20200, 3.88300, -7.33900)  -0.060
H (-2.22700, 2.88800, -4.14100)  0.089
H (-3.46300, 2.25600, -5.28400)  0.091
H (-3.29600, 4.05000, -4.97300)  0.062
H (-1.44800, 2.23500, -6.53600)  0.099
H (-0.85500, 3.70600, -5.73700)  0.103
H (-3.10200, 3.82300, -7.30500)  -0.032
C (-5.94100, 4.82700, -4.53700)  -0.098
C (-5.61000, 4.44900, -3.09100)  -0.347
O (-6.30600, 3.32400, -2.67800)  -0.066
H (-5.53800, 5.86300, -4.71900)  0.088
H (-7.02400, 4.86500, -4.67000)  0.057
H (-5.45100, 4.25500, -5.35900)  0.058
H (-5.81500, 5.37000, -2.54100)  0.108
H (-4.48700, 4.34300, -2.98200)  0.113
H (-5.83300, 2.45900, -2.79600)  0.118
C (-2.20800, 8.00300, -8.69500)  -0.082
C (-2.83000, 6.71700, -9.28600)  -0.293
O (-4.17500, 6.88400, -9.00800)  -0.122
H (-2.32400, 8.10100, -7.65800)  0.050
H (-2.44000, 8.95800, -9.11800)  0.061
H (-1.10300, 7.90000, -8.84900)  0.087
H (-2.36100, 5.80100, -8.90200)  0.112
H (-2.60100, 6.74900, -10.36300)  0.114
H (-4.61000, 7.67600, -9.39100)  0.122
C (-5.77100, 3.71000, -12.34500)  -0.089
C (-4.63400, 4.29500, -11.42100)  -0.253
O (-3.77400, 4.82500, -12.44300)  -0.118
H (-6.63400, 3.40900, -11.85300)  0.001
H (-5.49700, 2.88700, -12.98100)  0.061
H (-6.25500, 4.50900, -12.95900)  0.083
H (-4.15700, 3.51200, -10.80500)  0.106
H (-5.06400, 5.10300, -10.77500)  0.086
H (-3.11000, 4.16500, -12.77400)  0.109
C (-10.68600, 2.58700, -7.22900)  -0.071
C (-9.36800, 3.37100, -6.96400)  -0.278
O (-9.52000, 4.19600, -5.76300)  -0.105
H (-11.01600, 2.22500, -6.29700)  0.052
H (-10.57300, 1.69000, -7.84400)  0.062
H (-11.44000, 3.21900, -7.70600)  0.077
H (-8.96000, 3.88900, -7.81100)  0.057
H (-8.59700, 2.67000, -6.64900)  0.097
H (-9.43000, 5.14000, -6.00300)  0.036
C (-6.69000, 7.54500, -7.18300)  -0.068
C (-7.82300, 7.27800, -6.19500)  -0.244
O (-8.80900, 6.57900, -6.96400)  -0.113
H (-6.02300, 6.74600, -7.19800)  0.033
H (-6.20500, 8.36300, -6.76000)  0.063
H (-7.05900, 7.79600, -8.15400)  0.065
H (-8.10300, 8.26700, -5.97300)  0.095
H (-7.50100, 6.67100, -5.30500)  0.105
H (-9.28500, 7.27100, -7.45000)  0.109
C (-5.77800, 0.85200, -10.87100)  -0.077
C (-4.53500, 0.01600, -11.33500)  -0.280
O (-3.93800, 0.77600, -12.34300)  -0.074
H (-6.39900, 0.26900, -10.16300)  0.075
H (-6.51000, 0.88900, -11.66900)  0.062
H (-5.56300, 1.75200, -10.38200)  0.015
H (-4.87200, -0.95700, -11.71600)  0.113
H (-3.79900, -0.15200, -10.53400)  0.106
H (-3.20800, 0.30500, -12.70300)  0.067
C (-9.12000, 2.55600, -10.33100)  -0.075
C (-9.99300, 1.58100, -11.12700)  -0.265
O (-9.07900, 0.94400, -11.99100)  -0.074
H (-8.65300, 3.28000, -10.94500)  0.039
H (-8.38600, 2.11600, -9.70500)  0.062
H (-9.70300, 3.13400, -9.66400)  0.038
H (-10.81400, 1.97200, -11.67500)  0.104
H (-10.36800, 0.84200, -10.40800)  0.110
H (-9.06900, 1.41300, -12.80900)  0.073
C (-7.94900, 6.01100, -10.26400)  -0.151
O (-8.32200, 5.62800, -11.57700)  -0.128
H (-7.85200, 7.08800, -10.24900)  0.068
H (-6.96100, 5.59400, -10.09700)  0.048
H (-8.70800, 5.77200, -9.44400)  0.093
H (-8.33000, 6.37200, -12.19600)  0.090
C (-6.18100, 3.80300, -8.19300)  -0.115
O (-4.76200, 4.11600, -8.18400)  -0.141
H (-6.40600, 3.07900, -7.38900)  0.069
H (-6.48500, 3.39300, -9.12500)  0.052
H (-6.81600, 4.62800, -7.83700)  0.071
H (-4.57900, 5.04200, -8.35300)  0.034
C (-4.47800, 1.01100, -7.72300)  -0.186
O (-5.04900, -0.20800, -8.02300)  -0.090
H (-3.53700, 0.95200, -7.25500)  0.066
H (-5.05200, 1.52600, -7.07600)  0.027
H (-4.32400, 1.65900, -8.60200)  0.081
H (-6.01900, -0.10900, -7.92500)  0.099

The total energy comes out at -1587.27620 hartree. Its highest occupied orbital energy is -9.5 eV. The largest force on an atom is 4.52 eV Å⁻¹. The value obtained for the LUMO energy is 0.232 eV. The SMILES is CCO.CCO.CCO.CCO.CCO.CCO.CCO.CCO.CO.CO.CO. Its net charge is 0.

---

3.
Here is a molecular structure, C10H17BBaBrClInN2O from the Open Molecules 2025 dataset. Energies are from ωB97M-V/def2-TZVPD.

Last column: Löwdin charge in e.
Cartesian coordinates (Å):
C (-2.65542, 2.83128, -0.74337)  -0.143
C (-2.96677, 1.37350, -1.04390)  -0.800
Br (-3.23186, 0.33386, 0.61655)  0.669
C (-1.91476, 0.65737, -1.86559)  -0.351
In (-0.01617, 0.41551, -0.86423)  0.493
Cl (1.78767, 0.39373, -2.50692)  -0.031
B (0.39429, -1.69374, -0.10643)  -0.448
O (1.02605, -1.84182, 1.29558)  -0.296
N (0.24891, -2.95795, -0.84959)  -0.153
C (1.52712, -3.35850, -1.36339)  -0.184
C (-0.45904, -4.03629, -0.10790)  -0.054
C (0.75985, 1.65938, 0.73713)  -0.265
C (2.13646, 1.82363, 0.83248)  -0.155
C (2.65645, 2.57462, 1.87162)  -0.176
N (1.92511, 3.17063, 2.80044)  0.053
C (0.60834, 3.02665, 2.71428)  -0.146
C (0.00496, 2.28176, 1.71547)  -0.121
H (-1.58100, 3.02430, -0.80579)  0.065
H (-3.01117, 3.14923, 0.23734)  0.066
H (-3.15727, 3.45964, -1.48294)  0.086
H (-3.94280, 1.30559, -1.52682)  0.080
H (-1.77373, 1.17175, -2.82188)  0.061
H (-2.27587, -0.34758, -2.10375)  0.038
H (1.92998, -1.56464, 1.15875)  -0.102
H (1.87461, -2.71571, -2.17846)  0.108
H (2.27982, -3.24108, -0.55791)  -0.199
H (1.53581, -4.40108, -1.68776)  0.126
H (0.07229, -4.99066, -0.20632)  0.087
H (-0.58526, -3.81984, 0.95925)  0.087
H (-1.45187, -4.18753, -0.53031)  0.106
H (2.81047, 1.40051, 0.09505)  0.058
H (3.73303, 2.71444, 1.96199)  0.101
H (0.01472, 3.52608, 3.47399)  0.107
H (-1.07673, 2.19402, 1.73568)  0.061
Ba (2.77378, -3.33107, 1.14763)  2.174

The total energy comes out at -3850.29400 hartree. Its highest occupied orbital energy is -10.6 eV. The largest force on an atom is 7.33 eV Å⁻¹. The value obtained for the LUMO energy is -5.719 eV. Its net charge is +1.

---

4.
Here is 2 unconnected molecules or ions with the total composition CH4FN from the Open Molecules 2025 dataset. Energies are from ωB97M-V/def2-TZVPD.

Last column: Löwdin charge in e.
Cartesian coordinates (Å):
C (0.29050, -0.37749, 0.11104)  -0.384
N (-0.50043, 0.49792, -0.53603)  0.077
F (1.37425, 0.32848, 0.62748)  -0.072
H (0.57937, -1.38453, -0.01945)  0.086
H (-0.66218, -1.01422, 1.38738)  0.105
H (-0.58312, 0.56457, -1.53185)  0.086
H (-0.49838, 1.38528, -0.03857)  0.101

The total energy comes out at -194.89180 hartree. Its highest occupied orbital energy (alpha / beta) is -5.8 / -11.2 eV. The largest force on an atom is 4.43 eV Å⁻¹. The value obtained for the LUMO energy (alpha / beta) is 1.160 / -1.374 eV. Its net charge is 0. As for the spin multiplicity: 3.

---

5.
Here is a molecular structure, C11H16AlO2 from the Open Molecules 2025 dataset. Energies are from ωB97M-V/def2-TZVPD.

Last column: Löwdin charge in e.
Cartesian coordinates (Å):
C (-3.02686, -3.72087, -1.08730)  -0.064
C (-2.38062, -2.36746, -0.85118)  -0.315
C (-1.11502, -2.32884, -0.33559)  -0.068
C (-0.47046, -1.13117, -0.14262)  -0.046
C (-1.06865, 0.07012, -0.44206)  -0.293
C (-0.40232, 1.42750, -0.29106)  -0.133
Al (1.14508, 1.54038, 1.00930)  0.209
C (0.82238, 2.70043, 2.62889)  -0.164
O (2.34179, 0.20801, 1.09004)  -0.229
C (3.56220, 0.51817, 0.44029)  -0.272
C (3.34615, 1.77674, -0.46155)  -0.347
O (2.36586, 2.56904, 0.07288)  -0.201
C (-2.35761, 0.00450, -0.93744)  -0.071
C (-3.01296, -1.17895, -1.13784)  -0.076
H (-4.11126, -3.70105, -0.98471)  0.067
H (-2.56676, -4.46274, -0.43306)  0.065
H (-2.74996, -4.03081, -2.10243)  0.074
H (-0.59745, -3.25151, -0.09290)  0.108
H (0.54408, -1.14866, 0.25102)  0.098
H (-1.17830, 2.10978, 0.08526)  0.053
H (-0.11627, 1.79554, -1.28164)  0.067
H (0.63623, 3.71276, 2.24420)  -0.011
H (-0.07395, 2.42001, 3.19727)  -0.027
H (1.70801, 2.78805, 3.26393)  -0.015
H (4.35242, 0.68331, 1.19195)  0.094
H (3.80809, -0.40844, -0.10314)  0.096
H (3.16417, 1.40482, -1.49273)  0.095
H (4.33369, 2.27371, -0.54284)  0.094
H (-2.88556, 0.91697, -1.19913)  0.108
H (-4.01615, -1.18934, -1.55580)  0.104

The total energy comes out at -821.79936 hartree. Its highest occupied orbital energy is -4.6 eV. The largest force on an atom is 2.13 eV Å⁻¹. The value obtained for the LUMO energy is 3.130 eV. Its net charge is -1.